No. 1
Cl2HNOS | the ωB97M-V functional and the def2-TZVPD basis

Structure (XYZ):
```
6
Properties=species:S:1:pos:R:3:mulliken_spin:R:1
N 1.082 -0.208 0.790 0.232
O -0.001 -1.634 -0.926 0.120
S 0.054 -0.390 -0.240 0.363
Cl -2.259 0.376 0.622 1.038
Cl -0.004 1.213 -1.474 0.261
H 1.128 0.642 1.229 -0.014
```

As for the HOMO energy (spin up / spin down): -0.3194 / -0.4084 hartree. Its expectation value of S² is 2.007. The total energy is -39429.1160 eV. The spin multiplicity is 3. The calculation puts the orbital gap (spin up / spin down) at 9.331 / 6.273 eV.


No. 2
C18H23AsF6N3O5PtS4 | the ωB97M-V functional and the def2-TZVPD basis

Structure (XYZ):
```
61
Properties=species:S:1:pos:R:3:mulliken_charge:R:1
Pt 1.046 -0.677 -1.053 1.243
C 2.166 -4.858 -3.743 -0.748
O 1.003 -4.138 -3.342 -0.307
C 1.173 -2.914 -2.828 0.480
S -0.264 -2.124 -2.329 -0.494
S 2.640 -2.149 -2.673 -0.415
H 1.801 -5.828 -4.072 0.236
H 2.856 -4.962 -2.907 0.331
H 2.675 -4.344 -4.558 0.319
C -0.525 -1.767 2.338 -1.016
As 0.302 -3.144 1.313 0.763
C -1.098 -4.101 0.418 -1.169
C 1.051 -4.394 2.566 -1.210
O 1.494 -2.597 0.301 -0.633
H -1.300 -2.174 2.988 0.547
H -0.941 -1.039 1.642 0.119
H 0.231 -1.254 2.929 0.388
H -1.669 -4.677 1.146 0.402
H -0.643 -4.756 -0.324 0.331
H -1.738 -3.392 -0.100 0.351
H 0.298 -4.746 3.268 0.385
H 1.852 -3.885 3.100 0.337
H 1.469 -5.232 2.010 0.378
N -5.209 3.191 0.669 -0.647
C -3.960 2.873 1.214 1.127
C -3.782 1.696 1.939 -0.929
C -2.544 1.384 2.474 -0.342
C -1.474 2.245 2.289 -0.354
C -1.651 3.438 1.603 -0.230
C -2.888 3.752 1.073 -0.750
S 0.130 1.824 2.883 1.032
O -0.038 0.952 4.029 -0.757
O 0.858 3.056 3.107 -0.732
N 0.650 1.029 1.605 -0.006
C 1.934 0.788 1.397 0.498
S 3.261 1.128 2.486 -0.148
C 4.380 0.417 1.377 -0.320
C 3.729 -0.007 0.281 -0.832
N 2.373 0.201 0.271 -0.198
H -5.792 2.393 0.478 0.217
H -5.163 3.812 -0.123 0.234
H -4.619 1.020 2.074 0.317
H -2.400 0.473 3.040 0.529
H -0.810 4.105 1.474 0.431
H -3.020 4.672 0.515 0.276
H 5.435 0.369 1.582 0.424
H 4.178 -0.480 -0.580 0.363
C 0.871 2.707 -1.108 -1.445
C 0.324 2.041 -2.369 1.555
O 0.657 0.732 -2.548 -0.977
C -1.227 2.167 -2.340 0.550
F -1.802 1.874 -3.520 -0.309
F -1.666 3.406 -2.001 -0.291
F -1.740 1.325 -1.432 -0.208
C 0.875 2.810 -3.592 0.518
F 2.217 2.886 -3.530 -0.276
F 0.575 2.239 -4.764 -0.249
F 0.420 4.086 -3.652 -0.287
H 0.390 2.263 -0.239 -0.459
H 0.708 3.785 -1.103 0.594
H 1.938 2.498 -1.052 0.465
```

As for the HOMO energy: -0.1459 hartree. As for the total charge: -1. The total energy is -157480.8952 eV. The calculation puts the orbital gap at 6.255 eV.


No. 3
C26H36Cl2OP3Re | the ωB97M-V functional and the def2-TZVPD basis

Structure (XYZ):
```
69
Properties=species:S:1:pos:R:3:mulliken_spin:R:1
C -3.673 0.810 -3.778 0.032
C -2.724 0.255 -2.815 0.120
H -4.213 0.055 -4.401 0.004
H -3.240 1.500 -4.534 -0.003
H -4.520 1.347 -3.297 -0.004
O -2.138 -0.749 -2.520 0.108
Cl -2.012 3.112 -1.910 0.268
Re -0.917 1.178 -1.089 1.971
P 0.706 0.862 -2.680 0.069
C 1.368 -0.833 -3.013 0.004
C 0.136 1.391 -4.325 0.044
H 0.881 1.068 -5.062 0.004
H 2.862 1.765 -3.368 0.004
H 0.072 2.486 -4.308 -0.003
H 2.016 2.881 -2.232 0.002
H 0.590 -1.589 -2.840 0.005
H -0.838 0.954 -4.591 0.007
C 2.267 1.829 -2.439 0.048
H 1.760 -0.996 -4.042 -0.003
H 2.854 1.466 -1.577 -0.006
H 2.171 -1.014 -2.286 -0.003
P -2.607 0.820 0.590 0.093
C -2.811 -0.724 1.568 0.003
C -2.456 2.076 1.934 0.038
H -4.426 2.128 -0.254 -0.003
H -5.043 0.668 0.579 0.003
H -4.374 0.519 -1.073 0.007
C -4.288 1.052 -0.116 0.018
H -2.378 3.065 1.454 0.000
H -3.360 2.042 2.575 0.006
H -3.781 -0.705 2.108 -0.002
H -1.991 -0.794 2.304 -0.001
H -1.552 1.883 2.542 -0.008
H -2.804 -1.607 0.907 0.005
Cl 0.360 3.026 -0.014 0.031
C 5.287 -0.695 0.331 0.000
C 4.401 -1.692 -0.036 0.003
C 3.009 -1.479 -0.020 0.001
C 2.433 -0.264 0.368 0.016
C 3.353 0.744 0.705 -0.002
C 4.737 0.532 0.707 0.004
P 0.520 0.069 0.438 0.053
C 0.115 -1.756 0.535 -0.022
C -0.702 -2.226 -0.467 0.030
C -1.207 -3.531 -0.564 0.017
C -0.808 -4.476 0.374 0.002
C 0.082 -4.056 1.361 0.003
C 0.578 -2.750 1.444 -0.002
C 0.544 0.499 2.297 0.020
C 0.137 -0.307 3.363 0.001
C 0.139 0.142 4.697 0.001
C 0.592 1.431 5.050 -0.002
C 1.054 2.219 4.010 0.001
C 1.031 1.761 2.694 -0.005
H 6.375 -0.856 0.398 0.000
H 4.780 -2.674 -0.292 0.000
H 2.386 -2.323 -0.329 0.000
H 2.993 1.737 0.943 -0.002
H 5.403 1.317 1.043 0.000
H -1.003 -1.532 -1.235 0.017
H -1.873 -3.787 -1.367 0.001
H -1.175 -5.498 0.301 0.000
H 0.391 -4.808 2.089 -0.001
H 1.311 -2.516 2.202 0.000
H -0.179 -1.334 3.211 0.001
H -0.138 -0.525 5.510 0.000
H 0.669 1.755 6.095 0.000
H 1.493 3.195 4.213 0.000
H 1.372 2.459 1.934 0.002
```

As for the HOMO energy (spin up / spin down): -0.6171 / -0.6170 hartree. As for the total charge: +3. Its expectation value of S² is 3.789. The total energy is -84605.3526 eV. The spin multiplicity is 4. The calculation puts the orbital gap (spin up / spin down) at 3.913 / 3.536 eV.


No. 4
C59H46FGeIrNOP3S | the ωB97M-V functional and the def2-TZVPD basis

Structure (XYZ):
```
114
Properties=species:S:1:pos:R:3:mulliken_spin:R:1
Ir -0.546 -0.616 -0.492 0.820
F 2.504 1.885 2.601 0.023
Ge 1.035 1.472 1.690 0.278
C -0.347 1.515 3.035 0.247
C -0.428 2.576 3.932 -0.008
C -1.453 2.596 4.873 0.009
C -2.375 1.555 4.923 0.001
C -2.274 0.478 4.048 0.009
C -1.249 0.457 3.099 -0.219
P -0.930 -0.960 2.006 0.471
C 0.433 -1.866 2.821 0.001
C 0.742 -3.159 2.377 0.030
C 1.760 -3.890 2.976 -0.001
C 2.516 -3.324 3.998 0.017
C 2.239 -2.033 4.421 0.001
C 1.196 -1.310 3.847 -0.033
C -2.428 -1.967 2.227 0.070
C -3.622 -1.396 1.777 0.035
C -4.822 -2.081 1.911 -0.004
C -4.841 -3.346 2.488 0.008
C -3.664 -3.906 2.957 -0.006
C -2.461 -3.216 2.839 -0.006
C 3.617 0.221 0.069 0.200
C 5.989 -0.096 0.562 0.317
C 6.062 -1.422 0.818 -0.073
C 5.000 -2.321 1.140 0.301
C 3.636 -2.180 0.836 0.014
C 3.063 -1.069 0.267 0.076
P 1.705 -0.751 -0.960 0.142
C 2.213 -1.731 -2.396 -0.005
C 1.342 -2.645 -2.982 0.012
C 1.769 -3.428 -4.050 0.004
C 3.059 -3.297 -4.541 0.006
C 3.934 -2.377 -3.966 0.000
C 3.516 -1.599 -2.899 0.025
C 2.825 0.720 -0.985 0.115
C 2.978 1.865 -1.730 0.118
C 3.848 2.955 -1.437 0.279
C 4.702 3.111 -0.340 0.057
C 5.073 2.222 0.648 0.279
C 4.759 0.779 0.817 0.134
C 0.821 3.105 0.667 0.172
C 1.402 4.279 1.150 0.029
C 1.012 5.507 0.634 0.002
C 0.022 5.571 -0.345 0.009
C -0.545 4.407 -0.838 -0.006
C -0.117 3.160 -0.359 -0.053
P -0.837 1.663 -1.110 -0.071
C -0.418 1.756 -2.892 -0.021
C -0.655 0.617 -3.671 0.006
C -0.357 0.608 -5.028 0.011
C 0.185 1.737 -5.628 0.005
C 0.420 2.875 -4.869 0.006
C 0.118 2.887 -3.511 -0.014
C -2.607 2.061 -1.018 0.013
C -3.407 2.201 -2.143 0.006
C -4.763 2.482 -1.998 0.000
C -5.316 2.614 -0.732 0.001
C -4.511 2.481 0.396 -0.002
C -3.159 2.209 0.253 -0.012
H 0.294 3.386 3.893 0.001
H -1.529 3.424 5.571 0.001
H -3.173 1.574 5.659 0.000
H -2.983 -0.340 4.116 0.001
H 0.171 -3.606 1.572 0.002
H 1.958 -4.906 2.649 0.000
H 3.311 -3.895 4.468 0.001
H 2.816 -1.588 5.224 0.000
H 0.970 -0.323 4.232 0.002
H -3.614 -0.410 1.331 -0.003
H -5.745 -1.623 1.571 0.000
H -5.778 -3.883 2.592 0.000
H -3.678 -4.880 3.433 0.000
H -1.561 -3.655 3.244 0.001
H 6.879 0.414 0.204 -0.010
H 7.042 -1.881 0.728 0.006
H 5.310 -3.293 1.509 -0.002
H 3.012 -3.060 0.949 0.013
H 0.333 -2.745 -2.611 -0.029
H 1.084 -4.141 -4.501 0.001
H 3.387 -3.904 -5.378 0.000
H 4.942 -2.267 -4.353 0.000
H 4.208 -0.887 -2.464 -0.003
H 2.370 1.951 -2.626 0.043
H 3.816 3.795 -2.123 -0.005
H 5.157 4.094 -0.269 0.010
H 5.761 2.600 1.402 -0.021
H 4.507 0.634 1.882 0.075
H 2.136 4.228 1.949 0.001
H 1.453 6.420 1.018 0.001
H -0.313 6.532 -0.720 0.001
H -1.323 4.469 -1.590 0.002
H -1.078 -0.269 -3.214 0.020
H -0.545 -0.283 -5.615 0.000
H 0.422 1.732 -6.686 0.000
H 0.836 3.762 -5.334 0.000
H 0.321 3.783 -2.939 -0.009
H -2.982 2.093 -3.136 0.002
H -5.384 2.605 -2.877 0.000
H -6.372 2.838 -0.622 0.000
H -4.937 2.598 1.386 0.000
H -2.530 2.117 1.137 0.004
O -2.577 -0.591 -0.889 -0.009
N -3.214 -1.751 -1.177 0.032
C -4.502 -1.623 -1.574 -0.007
C -5.248 -2.735 -1.837 0.005
C -4.662 -3.995 -1.677 -0.004
C -3.353 -4.088 -1.275 0.007
C -2.601 -2.932 -1.034 -0.011
S -0.937 -2.973 -0.582 0.058
H -4.859 -0.602 -1.636 -0.001
H -6.274 -2.620 -2.162 0.000
H -5.239 -4.895 -1.867 0.000
H -2.866 -5.045 -1.136 0.001
```

As for the HOMO energy (spin up / spin down): -0.4153 / -0.4646 hartree. As for the total charge: +2. Its expectation value of S² is 6.052. The total energy is -166226.1819 eV. The spin multiplicity is 5. The calculation puts the orbital gap (spin up / spin down) at 5.335 / 4.262 eV.


No. 5
C5H9N2O | the ωB97M-V functional and the def2-TZVPD basis

Structure (XYZ):
```
17
Properties=species:S:1:pos:R:3:mulliken_charge:R:1
C 0.878 -1.415 0.304 0.345
C -1.842 -0.009 -0.057 -0.533
C -1.724 -1.551 -0.024 -0.447
C 1.010 0.236 0.173 -0.358
C -0.450 -0.048 -0.711 -0.158
N -0.293 -1.462 -0.340 0.069
N 2.215 0.827 -0.393 -0.269
O 1.672 -2.189 0.743 -0.514
H -2.595 0.441 -0.781 0.297
H -1.821 0.635 0.793 0.270
H -1.941 -2.193 0.917 0.298
H -2.367 -1.953 -0.808 0.238
H 0.957 0.581 1.223 0.367
H -0.363 0.355 -1.767 0.263
H 2.368 0.589 -1.416 0.403
H 2.914 0.096 -0.102 0.420
H 2.564 1.714 -0.180 0.309
```

As for the HOMO energy: -0.5062 hartree. As for the total charge: +1. The total energy is -10348.5361 eV. The calculation puts the orbital gap at 9.913 eV.


No. 6
C4H4ClO2P | the ωB97M-V functional and the def2-TZVPD basis

Structure (XYZ):
```
12
Properties=species:S:1:pos:R:3:mulliken_charge:R:1
C 0.288 1.369 0.065 -0.446
C -1.071 0.812 0.592 0.078
C 1.075 0.415 -0.335 0.150
C 1.737 -0.676 -0.619 -0.495
O -0.373 -1.859 1.015 -0.579
O -1.590 -1.416 -1.187 -0.557
P -0.909 -0.922 0.018 0.733
Cl -2.659 1.476 -0.016 -0.142
H 0.630 2.420 0.037 0.368
H -1.178 0.833 1.697 0.347
H 2.325 -1.014 0.237 0.244
H 1.724 -1.438 -1.505 0.298
```

As for the HOMO energy: -0.3985 hartree. The total energy is -30117.2816 eV. The calculation puts the orbital gap at 10.488 eV.